C6H27NO7 | ωB97M-V/def2-TZVPD

Geometry as ORCA input:
```
! wB97M-V def2-TZVPD RIJCOSX def2/J DEFGRID3
* xyz 1 2
H 0.999 1.859 0.563
O 0.270 -0.070 3.334
H 2.955 0.128 3.144
H -2.641 0.159 3.173
O -2.248 0.893 3.568
H -0.274 0.718 0.884
N 0.386 -1.173 -0.574
H -0.585 1.938 -0.353
H -1.480 -3.540 -1.082
O -2.583 0.787 -2.086
H 3.364 1.392 -2.713
O 2.630 0.984 2.764
H 0.333 0.570 -1.838
C 2.292 0.325 -1.157
H 0.500 -0.214 4.297
H -1.688 -0.736 0.081
H -0.613 -1.125 -4.157
C 2.627 1.687 -1.881
O 2.997 0.133 0.056
C 0.744 0.290 -0.858
H 0.160 -1.894 -3.287
O 0.042 -1.774 -4.174
H -0.181 -3.261 0.268
H 3.617 0.803 0.101
H -2.780 0.820 -1.103
H 2.587 -0.651 -1.720
C 0.195 1.281 0.103
H -1.572 -1.343 -1.623
C -1.020 -1.425 -0.642
H -1.844 -3.081 0.609
H 2.355 0.725 1.798
C -1.223 -2.936 -0.212
H 1.641 2.078 -2.076
H -3.734 0.430 1.377
H 0.617 -1.365 0.438
H -2.679 -0.046 -2.336
H -1.330 0.731 3.525
H 3.340 2.364 -1.314
H 1.005 0.498 3.021
H -3.585 1.902 1.321
O -3.595 1.139 0.763
*
```

Computed properties:
Energy above the lowest of the compared OMol25 structures with the same formula, charge and spin = 459.1 kJ/mol
Gap between HOMO and LUMO (spin up / spin down) = 11.092 / 5.510 eV